[1]
{
  "formula": "C24H59N8O6",
  "method": "ωB97M-V/def2-TZVPD",
  "largest_force_ev_per_a": 0.677,
  "homo_ev": -10.6,
  "total_energy_ha": -1838.9386,
  "relative_energy_kj_mol": 18.5,
  "charge": 1,
  "lumo_ev": -2.8,
  "orbital_gap_ev": 7.74,
  "elements": ["C", "C", "O", "C", "C", "C", "N", "C", "N", "C", "O", "C", "C", "N", "C", "C", "C", "O", "N", "N", "H", "H", "H", "H", "H", "H", "H", "H", "H", "H", "H", "H", "H", "H", "H", "H", "H", "H", "H", "H", "H", "H", "H", "H", "H", "H", "C", "C", "C", "O", "C", "N", "H", "H", "H", "H", "H", "H", "H", "H", "H", "H", "H", "C", "C", "C", "O", "C", "N", "H", "H", "H", "H", "H", "H", "H", "H", "H", "H", "H", "C", "C", "C", "O", "C", "N", "H", "H", "H", "H", "H", "H", "H", "H", "H", "H", "H"],
  "coordinates": [[3.903429, -2.063965, 3.472551], [4.590004, -2.407228, 2.156167], [4.741093, -1.305593, 1.280414], [3.579400, -0.642005, 0.872521], [2.626315, -1.468452, -0.018994], [1.514822, -2.111255, 0.723170], [0.416278, -1.468016, 1.080020], [-0.319167, -2.364639, 1.752288], [-1.499422, -2.148153, 2.306039], [-2.259324, -3.138957, 3.040875], [-2.165093, -0.967701, 2.108240], [-1.561359, 0.196827, 2.721760], [-1.728592, 1.408683, 1.818919], [-1.355062, 1.199035, 0.429758], [-2.362074, 1.573326, -0.554123], [-3.453878, 0.532893, -0.737286], [-2.917705, -0.815472, -1.201223], [-4.253618, 0.403559, 0.439105], [0.309993, -3.562861, 1.809861], [1.492211, -3.375366, 1.139882], [2.837940, -2.308040, 3.483376], [4.363993, -2.605088, 4.297259], [3.997598, -0.998687, 3.678215], [5.599576, -2.768267, 2.342025], [4.074894, -3.223462, 1.630980], [3.016718, -0.227455, 1.716025], [3.932690, 0.194721, 0.270282], [3.181321, -2.184235, -0.623314], [2.132310, -0.754731, -0.678939], [-2.779578, -2.634221, 3.849751], [-2.994770, -3.624431, 2.398237], [-1.595628, -3.881564, 3.480075], [-2.101142, 0.386025, 3.654111], [-0.522232, -0.004123, 2.969086], [-1.108549, 2.188125, 2.273950], [-2.763709, 1.737447, 1.880637], [-0.476414, 1.649167, 0.232827], [-1.864432, 1.659839, -1.523286], [-2.800472, 2.558755, -0.346731], [-4.123835, 0.913860, -1.514083], [-2.655220, -1.460437, -0.361038], [-2.048353, -0.705137, -1.847963], [-3.683940, -1.342467, -1.772176], [-4.035964, -0.431875, 0.861932], [0.037805, -4.448943, 2.194356], [2.176957, -4.099612, 1.004376], [8.197857, 2.233299, -0.915718], [7.551096, 0.877027, -0.658988], [6.483162, 0.478878, -1.687276], [5.233298, 1.133768, -1.531366], [5.145011, 2.418782, -2.122995], [7.023593, 0.838747, 0.705890], [7.536604, 3.051970, -0.630213], [9.105079, 2.330252, -0.321737], [8.463176, 2.356810, -1.967164], [8.335003, 0.117089, -0.731382], [6.264047, -0.583904, -1.552542], [6.851891, 0.612861, -2.712058], [5.720008, 2.464828, -3.051550], [5.494347, 3.204444, -1.449523], [4.095746, 2.602031, -2.352774], [6.680223, -0.098372, 0.896431], [6.191061, 1.421606, 0.721910], [-4.113287, -7.208469, -1.923168], [-3.949777, -6.128663, -2.988140], [-3.413581, -4.797642, -2.446735], [-4.353975, -4.022423, -1.728569], [-4.535746, -4.376677, -0.376422], [-5.209759, -5.983112, -3.714363], [-5.002298, -7.039527, -1.315196], [-4.228939, -8.181923, -2.396373], [-3.245549, -7.251746, -1.260878], [-3.202789, -6.483210, -3.705217], [-3.117656, -4.176155, -3.295382], [-2.517386, -4.962070, -1.829194], [-3.595237, -4.724769, 0.069678], [-5.292497, -5.153275, -0.247145], [-4.873540, -3.483390, 0.151728], [-5.085036, -5.370264, -4.513744], [-5.877821, -5.506166, -3.115966], [-3.025406, 7.823715, -1.521941], [-1.681323, 7.416409, -0.927648], [-1.700442, 6.052381, -0.226909], [-2.319014, 6.035739, 1.042928], [-3.729627, 5.918464, 1.033963], [-1.197061, 8.492535, -0.062882], [-3.714522, 8.168729, -0.751113], [-2.887843, 8.646085, -2.222091], [-3.494030, 6.994474, -2.055485], [-0.970366, 7.320428, -1.754555], [-0.664594, 5.750877, -0.045063], [-2.155939, 5.288987, -0.874816], [-4.068486, 5.279404, 0.212182], [-4.222098, 6.889789, 0.953536], [-4.024053, 5.462246, 1.978358], [-0.247669, 8.296644, 0.238162], [-1.749674, 8.492638, 0.789601]],
  "forces_ev_per_a": [[-0.177, -0.042, 0.048], [0.003, -0.024, 0.040], [0.171, -0.212, -0.015], [-0.076, 0.284, -0.118], [-0.103, 0.123, 0.018], [0.062, 0.165, -0.055], [0.042, -0.036, 0.105], [-0.373, 0.110, -0.122], [-0.067, -0.080, 0.669], [-0.111, 0.009, -0.030], [0.055, 0.026, -0.626], [-0.104, 0.078, 0.507], [0.083, 0.093, -0.086], [-0.060, -0.172, 0.131], [0.255, 0.115, -0.100], [-0.035, -0.048, -0.045], [-0.362, -0.199, -0.219], [-0.096, -0.008, -0.051], [0.177, 0.101, -0.064], [0.156, -0.160, -0.141], [-0.016, 0.048, -0.062], [-0.003, -0.017, -0.001], [0.116, 0.012, 0.052], [0.039, 0.106, -0.046], [0.010, -0.038, 0.040], [-0.001, -0.055, 0.080], [0.029, -0.037, -0.009], [0.058, -0.011, -0.010], [0.062, -0.090, -0.138], [0.016, 0.028, 0.029], [0.023, -0.042, -0.021], [0.022, -0.016, 0.027], [0.083, -0.025, 0.053], [0.089, -0.111, -0.223], [-0.110, 0.093, 0.093], [-0.046, 0.040, -0.071], [0.022, 0.009, -0.076], [0.055, 0.050, 0.013], [-0.161, -0.057, 0.099], [0.013, 0.076, 0.019], [0.202, 0.120, 0.060], [0.083, 0.035, 0.056], [0.002, -0.051, 0.057], [0.074, 0.043, 0.025], [-0.010, -0.086, -0.032], [-0.066, -0.143, 0.096], [0.011, -0.010, -0.042], [-0.090, 0.139, 0.023], [0.096, -0.153, -0.031], [-0.044, 0.051, -0.021], [-0.059, 0.004, 0.012], [-0.030, -0.151, -0.111], [-0.028, -0.003, -0.010], [-0.016, 0.000, 0.032], [-0.001, 0.000, 0.000], [-0.008, -0.030, -0.024], [-0.014, 0.004, 0.014], [0.000, 0.045, 0.011], [0.011, 0.009, -0.005], [0.042, -0.004, -0.025], [-0.001, -0.006, 0.001], [0.026, 0.036, 0.103], [0.053, 0.084, 0.106], [0.032, -0.027, 0.008], [-0.113, -0.057, 0.042], [0.060, 0.022, -0.115], [0.006, -0.002, 0.105], [-0.051, 0.104, -0.052], [0.086, 0.165, 0.022], [-0.004, 0.026, 0.003], [-0.030, 0.005, -0.014], [0.001, 0.002, 0.001], [0.043, 0.026, 0.003], [-0.033, 0.026, 0.013], [-0.007, -0.048, 0.010], [0.019, -0.030, 0.014], [0.040, -0.043, 0.018], [-0.001, 0.013, -0.009], [0.008, -0.077, -0.043], [-0.036, -0.068, 0.007], [-0.007, -0.008, -0.048], [-0.110, 0.101, 0.049], [0.140, -0.090, -0.056], [-0.067, -0.024, 0.031], [0.039, -0.007, 0.058], [0.056, -0.145, 0.058], [0.002, -0.018, 0.024], [0.009, 0.025, 0.023], [-0.001, -0.001, 0.006], [0.014, -0.047, -0.005], [-0.004, 0.014, 0.035], [-0.028, 0.050, -0.038], [-0.016, 0.001, -0.017], [-0.014, -0.012, -0.047], [0.007, 0.002, 0.004], [0.017, 0.045, -0.057], [-0.035, 0.059, -0.026]],
  "lowdin_charge": [-0.056, -0.244, -0.159, -0.192, -0.045, -0.279, 0.253, -0.281, -0.097, 0.036, -0.082, -0.133, -0.187, -0.040, -0.189, -0.406, -0.036, -0.036, 0.164, 0.137, 0.057, 0.082, 0.088, 0.128, 0.092, 0.125, 0.112, 0.139, 0.136, 0.112, 0.092, 0.092, 0.128, 0.111, 0.129, 0.117, 0.105, 0.123, 0.114, 0.142, 0.057, 0.083, 0.077, 0.062, 0.171, 0.179, -0.064, -0.429, -0.198, -0.220, -0.095, 0.051, 0.066, 0.079, 0.080, 0.138, 0.118, 0.122, 0.093, 0.079, 0.086, 0.049, 0.066, -0.068, -0.436, -0.210, -0.196, -0.114, 0.045, 0.066, 0.079, 0.074, 0.136, 0.123, 0.113, 0.076, 0.081, 0.084, 0.076, 0.073, -0.067, -0.437, -0.220, -0.194, -0.105, 0.041, 0.067, 0.078, 0.078, 0.135, 0.118, 0.111, 0.087, 0.077, 0.086, 0.071, 0.072]
}


[2]
{
  "formula": "C34H37BN8TeV",
  "method": "ωB97M-V/def2-TZVPD",
  "largest_force_ev_per_a": 4.229,
  "s2": 3.788,
  "homo_ev": [-13.5, -13.5],
  "spin_multiplicity": 4,
  "total_energy_ha": -2992.2793,
  "relative_energy_kj_mol": 0.0,
  "charge": 2,
  "lumo_ev": [-5.4, -8.2],
  "orbital_gap_ev": [8.14, 5.35],
  "elements": ["V", "C", "C", "C", "C", "C", "C", "C", "C", "C", "C", "H", "H", "H", "H", "H", "H", "H", "H", "H", "H", "H", "H", "H", "H", "H", "C", "C", "N", "N", "C", "B", "N", "C", "C", "C", "N", "N", "C", "C", "C", "N", "N", "C", "C", "C", "N", "H", "H", "H", "H", "H", "H", "H", "H", "H", "H", "H", "H", "Te", "C", "C", "C", "C", "C", "C", "C", "C", "C", "C", "C", "C", "H", "H", "H", "H", "H", "H", "H", "H", "H", "H"],
  "coordinates": [[8.639029, 8.611413, 7.503781], [7.128759, 9.571026, 6.137950], [7.446870, 8.245590, 5.665832], [7.053812, 7.354826, 6.709328], [6.506524, 8.116657, 7.806086], [6.565331, 9.486561, 7.434054], [5.886061, 10.614215, 8.105692], [5.826345, 7.580309, 9.012071], [6.997095, 5.849081, 6.593168], [8.036960, 7.785986, 4.327884], [7.090160, 10.775639, 5.315743], [5.047748, 11.008201, 7.569004], [6.634309, 11.432012, 8.288380], [5.453357, 10.336452, 9.053179], [6.205894, 6.642504, 9.329585], [4.757542, 7.512920, 8.854698], [6.045842, 8.309881, 9.793258], [7.804036, 5.448556, 5.957487], [6.026441, 5.542468, 6.182738], [6.969007, 5.313231, 7.515987], [8.929354, 7.186861, 4.476222], [8.344343, 8.628545, 3.769560], [7.284723, 7.160601, 3.850073], [7.636217, 11.591573, 5.954131], [6.132029, 11.289773, 5.226263], [7.736438, 10.684964, 4.420610], [11.553895, 11.418201, 5.906404], [10.431046, 10.684736, 5.674533], [10.260604, 9.778755, 6.656417], [11.292193, 9.916056, 7.522510], [12.095395, 10.968593, 7.100785], [11.531848, 9.078830, 8.830027], [10.366043, 9.458451, 9.848815], [10.483819, 9.864754, 11.081036], [9.207774, 10.194283, 11.571828], [8.365797, 9.883742, 10.516938], [9.043532, 9.380023, 9.465000], [11.206029, 7.582895, 8.562638], [12.036544, 6.565321, 8.825734], [11.347404, 5.394297, 8.691448], [10.103832, 5.747350, 8.307330], [10.010249, 7.094250, 8.199503], [12.923069, 9.341350, 9.210158], [13.949899, 8.873222, 8.556874], [15.122212, 9.440505, 9.043740], [14.640934, 10.315883, 10.072124], [13.321547, 10.246616, 10.207030], [12.017131, 12.232784, 5.303403], [9.807537, 10.811423, 4.810928], [12.959299, 11.315540, 7.661835], [11.461138, 10.016735, 11.465572], [8.955056, 10.522083, 12.575736], [7.292825, 9.975746, 10.399830], [13.026334, 6.764185, 9.133887], [11.792850, 4.411243, 8.789674], [9.341191, 5.072392, 7.945891], [13.883361, 8.186752, 7.697698], [16.161682, 9.289138, 8.696349], [15.258229, 11.022368, 10.637297], [11.887813, 17.561399, 9.395894], [13.241309, 16.098837, 9.948349], [14.547115, 16.406314, 9.492128], [15.519659, 15.451415, 9.583977], [15.202407, 14.169794, 10.067829], [13.895365, 13.847430, 10.510716], [12.902962, 14.800236, 10.335787], [10.089229, 16.931387, 10.270418], [9.047937, 17.101456, 9.302846], [7.737481, 16.996811, 9.737199], [7.481626, 16.731745, 11.072649], [8.513110, 16.487058, 11.999705], [9.849501, 16.555374, 11.555953], [14.710341, 17.367138, 9.015117], [16.526712, 15.568101, 9.240318], [16.003812, 13.455629, 10.157091], [13.710768, 12.788945, 10.743579], [11.869916, 14.520152, 10.561292], [9.306116, 17.279569, 8.264419], [6.932756, 17.044531, 9.017394], [6.511856, 16.799576, 11.507118], [8.310563, 16.349858, 13.073227], [10.637648, 16.366800, 12.311221]],
  "forces_ev_per_a": [[1.886, -0.089, 0.906], [-0.856, -1.488, -0.730], [-0.256, 0.057, 0.327], [-0.635, -0.600, 0.360], [0.062, -0.509, -1.312], [-0.542, -0.727, -0.691], [1.407, 1.005, 0.993], [0.408, 1.303, 0.140], [-0.074, 0.186, -0.805], [-0.576, -0.220, 1.860], [2.720, 2.965, 1.301], [-0.305, 0.240, -0.808], [-0.862, -0.436, -0.110], [0.099, -0.209, 0.475], [0.321, -0.932, 0.220], [-0.258, -0.013, 0.018], [-0.446, -0.302, 0.355], [-0.394, 0.109, 0.230], [0.202, 0.279, -0.467], [0.487, -0.066, 0.956], [0.107, -0.245, 0.130], [-0.007, 0.778, -0.980], [0.101, 0.204, -0.397], [-0.598, -1.086, -1.113], [-0.215, -0.752, -0.630], [-1.087, 0.162, 0.154], [2.122, 1.879, 0.085], [-0.327, -0.634, 0.193], [-0.541, -0.360, 0.305], [1.088, 1.853, -0.587], [-1.232, -1.447, 0.155], [-2.981, 0.101, -0.430], [0.540, -0.640, -1.738], [-1.123, 1.116, 1.048], [0.418, -0.351, 0.137], [-0.409, -0.438, -0.583], [0.929, 1.038, 0.196], [1.420, -0.314, -0.123], [-0.413, 0.614, 0.337], [1.786, -1.418, 0.317], [-1.397, 0.591, -1.257], [-1.044, 0.029, -0.360], [-0.634, 1.021, 2.713], [3.268, -0.710, -1.714], [-0.266, 0.413, 0.226], [0.415, -0.538, -0.795], [0.149, -0.326, -1.083], [-0.746, -0.912, 0.481], [-0.421, -0.399, 0.117], [-0.235, -0.314, -0.161], [0.459, -0.027, 0.515], [0.030, -0.005, -0.422], [0.185, 0.012, 0.354], [0.695, -0.104, 0.286], [-0.366, 0.145, 0.067], [-0.278, 0.356, 0.271], [-0.213, 0.482, 0.644], [-1.010, 0.084, 0.335], [-0.512, -0.495, 0.082], [-0.040, -0.593, 0.753], [0.309, 0.055, -1.103], [-0.837, 0.246, 0.180], [0.056, -1.429, 0.162], [-0.820, 0.741, 0.807], [1.214, -0.249, -1.405], [-0.553, -0.327, 1.028], [-0.151, 0.406, -2.574], [0.410, -0.224, 1.267], [0.268, -0.470, -0.506], [1.031, 0.074, 1.461], [0.265, 0.383, -0.769], [-0.289, -0.275, 2.194], [0.352, 0.011, 0.220], [0.306, 0.540, -0.188], [0.023, -0.247, -0.092], [-0.346, 0.742, 0.212], [0.267, 0.267, -0.062], [-0.232, 0.156, 0.060], [-0.095, 0.284, 0.070], [-0.840, -0.182, -0.222], [0.006, -0.122, -0.742], [-0.352, 0.296, -0.742]],
  "lowdin_charge": [1.013, -0.300, -0.230, -0.274, -0.268, -0.285, -0.015, 0.008, -0.016, 0.016, -0.025, 0.092, 0.111, 0.074, 0.078, 0.108, 0.069, 0.093, 0.106, 0.064, 0.088, 0.058, 0.103, 0.120, 0.099, 0.079, -0.051, -0.118, -0.004, 0.030, -0.003, -0.621, 0.019, -0.055, -0.014, -0.112, -0.006, 0.018, -0.035, -0.031, -0.090, -0.008, -0.024, -0.140, -0.019, -0.148, 0.090, 0.128, 0.104, 0.128, 0.101, 0.108, 0.097, 0.114, 0.125, 0.114, 0.152, 0.115, 0.104, 1.751, -0.527, -0.154, -0.053, -0.021, -0.040, -0.112, -0.531, -0.154, -0.061, -0.044, -0.034, -0.127, 0.091, 0.117, 0.107, 0.089, 0.109, 0.081, 0.119, 0.109, 0.127, 0.127]
}


[3]
{
  "formula": "FHN2O2S",
  "method": "ωB97M-V/def2-TZVPD",
  "largest_force_ev_per_a": 4.905,
  "homo_ev": -11.0,
  "total_energy_ha": -758.5255,
  "relative_energy_kj_mol": 42.9,
  "charge": 0,
  "lumo_ev": -0.3,
  "orbital_gap_ev": 10.69,
  "elements": ["N", "N", "O", "O", "F", "S", "H"],
  "coordinates": [[2.123213, 0.084560, 0.812142], [1.928521, 0.383119, 1.857797], [2.361241, -0.229733, -0.249178], [-1.493561, -0.801112, 0.575251], [-1.182420, 1.250117, -1.134295], [-2.146495, -0.008724, -0.404953], [-1.590498, -0.678227, -1.456764]],
  "forces_ev_per_a": [[-0.438, 0.795, 2.928], [-0.476, 0.539, 1.704], [0.867, -1.338, -4.639], [0.854, -0.405, 2.714], [-0.837, -0.655, 1.396], [1.255, 1.050, -3.397], [-1.225, 0.013, -0.706]],
  "lowdin_charge": [-0.346, 0.229, 0.121, -0.522, -0.453, 0.976, -0.004]
}